{
  "formula": "C37H30GaIN6O4PS",
  "method": "ωB97M-V/def2-TZVPD",
  "homo_lumo_gap_ha": 0.29124,
  "charge": 1,
  "e_tot_ha": -5019.42084,
  "symbols": ["I", "Ga", "S", "P", "O", "O", "O", "O", "N", "N", "N", "N", "N", "N", "C", "C", "C", "C", "C", "C", "C", "C", "C", "C", "C", "C", "C", "C", "C", "C", "C", "C", "C", "C", "C", "C", "C", "C", "C", "C", "C", "C", "C", "C", "C", "C", "C", "C", "C", "C", "C", "H", "H", "H", "H", "H", "H", "H", "H", "H", "H", "H", "H", "H", "H", "H", "H", "H", "H", "H", "H", "H", "H", "H", "H", "H", "H", "H", "H", "H", "H"],
  "positions_angstrom": [[-0.40680, 1.91516, 1.46635], [-0.63480, 0.02060, -0.67453], [-2.18720, -1.77724, 0.71452], [1.79144, 0.14720, -0.57357], [-0.51280, -1.36121, -2.27154], [-1.05075, 3.06730, -2.58361], [-0.70666, -1.63021, 0.81252], [-2.68956, -2.97500, 0.12472], [-4.67123, 0.08815, 0.31314], [-2.46226, -0.46754, -0.21738], [-0.73945, -0.52966, -4.40540], [-4.47485, -1.17995, 6.09341], [-3.05472, 1.72903, -0.29915], [-0.78974, 0.80773, -2.47594], [-0.97948, 2.00360, -3.15866], [-2.04625, -1.19308, 3.35354], [-3.93384, -1.33438, 4.84838], [-0.92308, 0.61612, -5.16254], [2.44832, -3.70047, -1.62591], [3.06020, 0.05164, 3.42488], [2.84742, 3.96557, -2.88254], [3.49843, -1.23204, -2.35279], [4.40623, -0.31548, 3.17921], [2.70303, 0.21796, 1.01557], [-4.73682, -1.74094, 3.77101], [1.94442, -2.54438, -1.05544], [2.47167, -1.30383, -1.41541], [-0.68135, -0.39524, -3.06668], [-4.20659, -1.87068, 2.50891], [-3.99969, 2.66374, -0.27727], [4.03126, -0.09157, 0.84276], [0.53645, 1.00497, 4.05280], [4.90414, -0.33326, 1.91511], [3.46848, -3.62620, -2.56555], [-5.58426, 1.05316, 0.38880], [2.19239, 0.39737, 2.34797], [-0.57208, -1.85261, -5.00221], [3.99147, -2.39392, -2.92946], [-1.04869, 1.83016, -4.61471], [2.29157, 1.62001, -1.49306], [1.37584, 0.54877, 5.08586], [-2.86119, -1.57438, 2.29497], [2.16604, 1.66272, -2.88272], [2.96598, 3.93296, -1.50270], [2.44962, 2.82782, -3.57251], [0.92498, 0.93730, 2.74106], [2.62064, 0.10550, 4.77007], [-3.45388, 0.48216, -0.03805], [2.69018, 2.76493, -0.80769], [-2.57613, -1.07125, 4.62025], [-5.30819, 2.37284, 0.07111], [-1.19964, 2.70303, -5.22959], [-1.17834, -2.57264, -4.45843], [5.93975, -0.57532, 1.72376], [2.79432, 2.74868, 0.26983], [-0.96231, 0.45175, -6.23033], [4.78979, -2.33423, -3.65685], [-0.99376, -1.02771, 3.18149], [-3.86193, -1.11328, 6.88633], [5.03473, -0.55511, 4.02694], [2.35092, 2.84967, -4.64951], [0.47186, -2.16206, -4.96458], [-6.57720, 0.75173, 0.70161], [-5.37927, -1.57596, 6.28007], [3.85696, -4.53147, -3.01246], [-3.68336, 3.66748, -0.53703], [-0.42263, 1.43585, 4.30678], [-0.90539, -1.80250, -6.03516], [4.42638, -0.20401, -0.15836], [2.03470, -4.65907, -1.34358], [-4.82830, -2.19999, 1.68962], [-5.78213, -1.96463, 3.94001], [1.04346, 0.59804, 6.11342], [1.13002, -2.60906, -0.34309], [-6.07235, 3.13379, 0.10138], [1.84882, 0.78478, -3.43223], [3.31178, -0.20106, 5.54433], [3.27294, 4.81791, -0.96223], [3.06423, 4.87667, -3.42298], [3.92725, -0.27794, -2.63033], [-1.93914, -0.79328, 5.45126]]
}

---

{
  "formula": "C37H30N6SSiZr",
  "method": "ωB97M-V/def2-TZVPD",
  "homo_lumo_gap_ha": 0.22701,
  "charge": 2,
  "e_tot_ha": -2490.88808,
  "symbols": ["Zr", "S", "Si", "N", "N", "N", "N", "N", "N", "C", "C", "C", "C", "C", "C", "C", "C", "C", "C", "C", "C", "C", "C", "C", "C", "C", "C", "C", "C", "C", "C", "C", "C", "C", "C", "C", "C", "C", "C", "C", "C", "C", "C", "C", "C", "C", "H", "H", "H", "H", "H", "H", "H", "H", "H", "H", "H", "H", "H", "H", "H", "H", "H", "H", "H", "H", "H", "H", "H", "H", "H", "H", "H", "H", "H", "H"],
  "positions_angstrom": [[0.94204, 0.21747, 0.27183], [1.33758, 2.54846, 0.87004], [0.05895, 0.20416, -2.29412], [-0.58521, -1.43686, 0.38532], [-0.12053, 4.15130, 2.36064], [2.95315, -0.54436, -0.58987], [-0.94826, 0.89187, 1.47652], [1.96027, -1.17538, 1.82189], [-1.09748, 2.12066, 2.06384], [-2.75266, -0.27000, -1.99686], [5.49700, -1.39030, -1.37897], [-4.66700, -0.15291, 4.20894], [4.71666, -0.63488, -2.21375], [5.01227, -1.73830, -0.10209], [-4.40369, 1.43324, -1.61251], [-1.76386, -1.25529, 1.00984], [2.23894, 2.84192, -5.48043], [3.73396, -1.29733, 0.24385], [0.92967, 1.28160, -3.55543], [-5.48896, 0.89358, 3.81829], [1.45183, -1.43175, 3.02131], [3.20601, -1.62379, 1.53268], [-2.08171, 2.02531, -1.80211], [2.14646, -2.15349, 3.99038], [1.15353, 0.79276, -4.84687], [3.40840, -2.61463, 3.70254], [-3.16921, 0.36468, 2.39928], [3.45298, -0.22351, -1.78276], [5.28702, -2.79169, 2.06307], [1.80154, 1.56372, -5.80118], [-3.40556, 2.39822, -1.61605], [-3.51143, -0.42712, 3.49307], [3.97919, -2.35218, 2.44390], [1.38425, 2.56816, -3.25156], [5.77940, -2.50062, 0.83912], [-5.15088, 1.67999, 2.72442], [-3.98462, 1.42971, 2.02171], [-0.32847, -2.60605, -0.21696], [-4.07584, 0.09560, -1.79666], [2.02823, 3.34497, -4.20326], [-1.93815, 0.07358, 1.63843], [-1.73338, 0.68665, -2.00834], [-2.45930, -3.45258, 0.40373], [-2.73258, -2.24486, 1.02998], [-1.23902, -3.64226, -0.22451], [-0.10453, 2.92100, 1.83784], [-0.91093, 4.43362, 2.91838], [3.97415, -3.17471, 4.43669], [5.87091, -3.35874, 2.77606], [-2.51645, -1.31315, -2.18622], [0.80720, -0.19842, -5.11806], [-4.92629, -0.75608, 5.06831], [-5.79441, 2.49656, 2.42556], [6.48372, -1.71763, -1.68253], [-3.65985, 3.44314, -1.48970], [1.23838, 2.97924, -2.25617], [-3.70421, 2.04469, 1.17883], [-0.99205, -4.56695, -0.72580], [6.76792, -2.83021, 0.54713], [-2.87175, -1.24779, 3.79817], [0.06819, -1.19877, -2.81192], [-3.20311, -4.23862, 0.40301], [1.68372, -2.33099, 4.95028], [0.62622, 4.80185, 2.19809], [-4.85655, -0.65443, -1.81504], [2.36440, 4.34222, -3.95116], [2.83256, 0.38930, -2.42468], [-5.43801, 1.72261, -1.47809], [2.73906, 3.44616, -6.22555], [5.05250, -0.34004, -3.19745], [-3.68175, -2.06239, 1.50958], [0.62828, -2.70001, -0.71836], [-6.39609, 1.10044, 4.37018], [1.95571, 1.17128, -6.79770], [-1.31742, 2.79619, -1.82466], [0.45892, -1.04686, 3.22464]]
}

---

{
  "formula": "C37H31BaFGeN2O8",
  "method": "ωB97M-V/def2-TZVPD",
  "homo_lumo_gap_ha": 0.22781,
  "charge": -2,
  "e_tot_ha": -4342.45454,
  "symbols": ["Ba", "Ge", "F", "O", "O", "O", "O", "O", "O", "O", "O", "N", "N", "C", "C", "C", "C", "C", "C", "C", "C", "C", "C", "C", "C", "C", "C", "C", "C", "C", "C", "C", "C", "C", "C", "C", "C", "C", "C", "C", "C", "C", "C", "C", "C", "C", "C", "C", "C", "C", "H", "H", "H", "H", "H", "H", "H", "H", "H", "H", "H", "H", "H", "H", "H", "H", "H", "H", "H", "H", "H", "H", "H", "H", "H", "H", "H", "H", "H", "H", "H"],
  "positions_angstrom": [[1.74711, 0.54273, 2.21549], [-1.93261, -1.29697, -2.94622], [-1.17433, 3.23122, 8.32176], [-0.00842, 1.84858, 0.81685], [0.43881, 1.98627, 4.41003], [0.52461, -1.74404, 2.33991], [1.90563, -1.13396, 4.00837], [1.35353, 0.33045, -0.12345], [-2.10010, 5.38414, 3.49827], [-3.72159, 4.13278, 7.54976], [2.00577, 2.84670, 3.01548], [-2.85612, 4.68004, 5.51740], [-0.61403, 4.42037, 4.96375], [-2.44183, 1.25035, -4.25418], [-4.38081, -1.85776, -1.39360], [7.48111, -0.03197, 0.03408], [-0.37340, -4.40831, -6.20211], [-5.11885, -2.52019, -0.41757], [1.09143, -1.92623, 3.45795], [4.34150, 0.43034, 1.75142], [5.55340, 0.52294, 1.48974], [-0.44697, -0.46725, -2.04503], [-3.21695, -3.90630, 0.07914], [-4.53898, -3.54815, 0.31474], [-2.75721, 4.17180, 6.80747], [-1.41079, 3.74968, 7.10387], [6.94673, 0.60772, 1.16873], [-4.37102, 1.81769, -5.57947], [-3.05926, -2.22017, -1.65931], [-0.88775, 0.50735, -0.94908], [0.48854, 4.32876, 3.98767], [0.02714, -3.07685, -6.23375], [-1.31781, -2.60830, -4.26570], [1.01701, 2.90781, 3.78647], [-1.24250, -4.84251, -5.20945], [-1.70933, -3.94721, -4.24956], [-4.22025, -0.33879, -4.51778], [8.83063, 0.05534, -0.28411], [-4.91688, 0.56668, -5.31050], [-2.48477, -3.24680, -0.90050], [9.19898, 1.42147, 1.64597], [9.70483, 0.78381, 0.51710], [7.85016, 1.33597, 1.96657], [0.25456, 0.94572, -0.01723], [-1.86304, 4.84570, 4.56021], [-2.97456, -0.01012, -3.97448], [0.78270, -3.21535, 4.20924], [-0.44059, 3.84587, 6.19701], [-0.44200, -2.18829, -5.27320], [-3.13201, 2.15825, -5.05244], [-6.14126, -2.21980, -0.21609], [10.75639, 0.85604, 0.26511], [-1.55567, -5.88036, -5.17866], [-1.34436, 1.41193, -1.35761], [0.20863, 0.02395, -2.77117], [-3.77481, 4.97588, 5.22909], [-1.63920, 0.04624, -0.29785], [-4.65052, -1.31836, -4.32945], [1.32461, 4.93921, 4.33100], [-2.38792, -4.29952, -3.47930], [-0.11993, -1.15126, -5.31099], [-0.00679, -3.77861, 3.71023], [9.20543, -0.45074, -1.16755], [-0.00482, -5.10502, -6.94610], [-5.88473, 0.29708, -5.71904], [1.69426, -3.81832, 4.25597], [-1.44333, -3.51724, -1.05085], [-2.70441, 3.13328, -5.25514], [7.46029, 1.83421, 2.84484], [0.15352, -1.26435, -1.60000], [9.86505, 1.99251, 2.28448], [0.49088, -2.97521, 5.23432], [-4.91138, 2.52483, -6.19754], [-4.83723, -1.03735, -1.93749], [0.13097, 4.71596, 3.04106], [-1.48283, 1.53508, -3.83217], [0.70933, -2.73286, -7.00335], [0.55298, 3.47806, 6.41436], [6.80433, -0.59863, -0.59259], [-5.10968, -4.05644, 1.08324], [-2.74725, -4.68123, 0.67352]]
}

---

- What is the charge in the first record?
  +1

---

- What is the formula in the first record?
  C37H30GaIN6O4PS

---

- Which formula does entry 2 have?
  C37H30N6SSiZr

---

- Look up the charge of the first one.
  +1